1.
C62H53N11O20 | the ωB97M-V functional and the def2-TZVPD basis

```
146
Properties=species:S:1:pos:R:3:lowdin_charge:R:1
O 3.68 4.21 3.21 0.08
N 4.04 4.35 2.06 -0.34
O 5.25 4.55 1.86 0.06
C 3.07 4.51 0.97 -0.14
C 1.80 5.02 1.17 -0.01
C 0.92 5.15 0.11 -0.05
C 1.39 4.78 -1.18 -0.08
C 2.61 4.24 -1.44 -0.06
C 3.46 4.13 -0.33 0.00
H 1.47 5.32 2.16 0.12
H -0.09 5.47 0.26 0.11
H 0.74 4.94 -2.03 0.10
H 2.97 3.89 -2.40 0.11
H 4.47 3.77 -0.44 0.11
O 5.93 0.21 -3.88 0.04
N 7.14 -0.07 -4.00 -0.32
O 7.80 -0.68 -3.16 0.08
C 7.84 0.55 -5.14 -0.15
C 7.12 1.47 -5.88 0.00
C 7.78 2.18 -6.91 -0.06
C 9.15 2.03 -7.07 -0.09
C 9.90 1.11 -6.35 -0.05
C 9.18 0.34 -5.41 0.00
H 6.06 1.70 -5.86 0.12
H 7.18 2.67 -7.67 0.11
H 9.66 2.63 -7.82 0.10
H 10.97 1.04 -6.50 0.11
H 9.70 -0.43 -4.87 0.11
O -7.57 -2.70 -1.90 0.06
N -7.18 -2.42 -0.77 -0.36
O -6.49 -3.13 -0.14 0.10
C -7.75 -1.26 -0.01 -0.14
C -8.31 -0.20 -0.73 0.01
C -9.01 0.85 0.00 -0.03
C -9.03 0.79 1.43 -0.06
C -8.36 -0.23 2.06 -0.09
C -7.75 -1.24 1.36 -0.03
H -8.24 -0.15 -1.80 0.11
H -9.31 1.75 -0.51 0.09
H -9.50 1.61 1.96 0.10
H -8.25 -0.25 3.13 0.11
H -7.34 -2.05 1.94 0.12
O -3.38 5.45 5.09 0.07
N -4.08 6.44 5.33 -0.33
O -4.28 7.43 4.59 0.06
C -4.67 6.49 6.65 -0.16
C -5.17 7.70 7.12 0.01
C -5.58 7.83 8.46 -0.07
C -5.73 6.70 9.22 -0.06
C -5.32 5.44 8.69 -0.06
C -4.76 5.35 7.45 -0.02
H -5.10 8.55 6.46 0.12
H -5.78 8.80 8.87 0.11
H -6.05 6.81 10.24 0.11
H -5.45 4.54 9.26 0.11
H -4.32 4.42 7.10 0.12
O -6.27 6.32 -4.40 0.09
N -5.79 5.22 -4.60 -0.37
O -5.49 4.75 -5.66 0.10
C -5.31 4.49 -3.42 -0.14
C -5.60 4.89 -2.11 -0.01
C -5.18 4.28 -0.91 -0.04
C -4.42 3.10 -1.08 -0.08
C -4.17 2.59 -2.36 -0.07
C -4.61 3.30 -3.48 -0.01
H -6.35 5.66 -2.04 0.11
H -5.43 4.74 0.03 0.10
H -4.02 2.55 -0.25 0.10
H -3.52 1.75 -2.49 0.10
H -4.44 2.89 -4.47 0.11
O 7.94 0.96 1.40 0.10
N 8.92 0.98 2.06 -0.37
O 8.98 0.35 3.11 0.06
C 10.14 1.69 1.62 -0.11
C 10.26 2.27 0.34 0.00
C 11.42 2.95 -0.02 -0.06
C 12.47 3.02 0.90 -0.08
C 12.35 2.55 2.20 -0.08
C 11.20 1.85 2.55 0.01
H 9.43 2.14 -0.33 0.11
H 11.64 3.27 -1.03 0.10
H 13.32 3.66 0.69 0.10
H 13.18 2.68 2.87 0.11
H 11.06 1.56 3.59 0.11
O -6.05 -9.12 6.51 0.08
N -6.05 -7.90 6.69 -0.32
O -7.06 -7.22 7.03 0.04
C -4.85 -7.10 6.57 -0.15
C -3.70 -7.59 5.86 0.02
C -2.51 -6.86 5.87 -0.08
C -2.44 -5.60 6.50 -0.05
C -3.63 -5.12 7.15 -0.05
C -4.76 -5.92 7.28 -0.02
H -3.68 -8.58 5.42 0.11
H -1.61 -7.23 5.41 0.10
H -1.51 -5.06 6.51 0.10
H -3.59 -4.14 7.61 0.10
H -5.56 -5.50 7.87 0.12
O -1.88 -0.08 4.93 0.07
N -2.22 -0.54 3.86 -0.37
O -3.34 -0.87 3.64 0.10
C -1.13 -0.72 2.87 -0.13
C 0.10 -0.12 3.03 0.00
C 1.09 -0.24 2.03 -0.04
C 0.80 -1.13 0.98 -0.07
C -0.36 -1.86 0.93 -0.09
C -1.35 -1.57 1.80 -0.03
H 0.22 0.60 3.83 0.12
H 1.92 0.45 2.03 0.11
H 1.59 -1.19 0.24 0.10
H -0.57 -2.62 0.20 0.11
H -2.29 -2.06 1.59 0.12
O -1.90 -7.10 -0.92 0.07
N -1.23 -8.00 -1.43 -0.37
O -0.69 -8.92 -0.90 0.11
C -1.09 -7.89 -2.89 -0.13
C -2.08 -7.24 -3.67 0.01
C -1.99 -7.28 -5.08 -0.07
C -0.86 -7.80 -5.68 -0.06
C 0.16 -8.35 -4.88 -0.08
C -0.01 -8.48 -3.56 -0.04
H -2.90 -6.71 -3.22 0.11
H -2.72 -6.80 -5.72 0.10
H -0.77 -7.77 -6.76 0.10
H 1.13 -8.67 -5.25 0.11
H 0.71 -9.01 -2.95 0.12
O -0.47 2.45 -8.11 0.09
N -0.39 1.32 -8.55 -0.34
O -0.54 1.01 -9.74 0.06
C -0.16 0.19 -7.63 -0.15
C 0.37 0.42 -6.35 0.01
C 0.49 -0.67 -5.46 -0.05
C 0.27 -2.01 -5.85 -0.08
C -0.16 -2.18 -7.10 -0.09
C -0.45 -1.11 -7.96 -0.01
H 0.68 1.39 -5.98 0.11
H 0.95 -0.55 -4.49 0.10
H 0.48 -2.81 -5.15 0.11
H -0.58 -3.08 -7.53 0.11
H -0.85 -1.38 -8.93 0.12
C 4.52 -4.28 1.90 -0.08
C 5.85 -4.86 1.55 -0.26
N 6.88 -5.38 1.31 0.11
H 4.58 -3.22 2.12 0.08
H 4.20 -4.78 2.81 0.08
H 3.80 -4.44 1.09 0.08
```

* energy relative to the best compared isomer or geometry (same formula, charge and spin): 2.5 kcal per mole
* SMILES: O=[N+]([O-])c1ccccc1.O=[N+]([O-])c1ccccc1.O=[N+]([O-])c1ccccc1.O=[N+]([O-])c1ccccc1.O=[N+]([O-])c1ccccc1.O=[N+]([O-])c1ccccc1.O=[N+]([O-])c1ccccc1.O=[N+]([O-])c1ccccc1.O=[N+]([O-])c1ccccc1.O=[N+]([O-])c1ccccc1.CC#N
* lowest unoccupied orbital energy: -0.86 eV
* gap between HOMO and LUMO: 0.3316 Ha

2.
C5H11NO2 | the ωB97M-V functional and the def2-TZVPD basis

```
19
Properties=species:S:1:pos:R:3:lowdin_charge:R:1
C 1.94 0.93 1.09 -0.41
N 1.53 -0.30 1.10 0.11
C 0.05 -0.45 1.32 -0.24
C -0.42 -1.96 0.93 -0.11
C -0.52 -0.07 -2.71 0.01
C -0.50 1.03 -1.98 0.00
O -2.33 -0.71 -0.71 -0.25
O 1.18 1.93 1.14 0.01
H 3.04 1.12 0.91 0.13
H -0.55 0.31 0.70 0.10
H -0.10 -0.42 2.43 0.14
H -1.35 -2.17 1.58 0.09
H -0.78 -1.94 -0.19 0.06
H 0.48 -2.57 1.06 0.05
H -1.30 -0.85 -2.43 0.07
H 0.07 -0.28 -3.60 0.07
H -1.47 1.40 -1.69 0.07
H 0.34 1.39 -1.44 0.06
H -3.27 -0.46 -0.36 0.04
```

* energy relative to the best compared isomer or geometry (same formula, charge and spin): 260.1 kcal per mole
* lowest unoccupied orbital energy: -4.77 eV
* gap between HOMO and LUMO: 0.1363 Ha

3.
C35H52CrOP3Sb | the ωB97M-V functional and the def2-TZVPD basis

```
93
Properties=species:S:1:pos:R:3:mulliken_spin:R:1
Cr -0.48 0.11 -1.21 2.59
P -1.58 1.67 0.01 -0.12
P -1.88 -1.57 -1.56 -0.17
P 0.12 1.35 -3.01 -0.03
H 3.21 -1.30 0.63 -0.01
C 4.15 -0.74 0.49 0.01
C 4.19 0.60 0.57 0.00
H 3.31 1.19 0.84 0.00
C -2.16 1.23 1.68 -0.02
C -3.09 2.22 -0.86 0.06
C -0.58 3.17 0.28 0.00
C -1.11 -3.15 -1.07 0.05
C -3.39 -1.49 -0.57 0.02
C -2.44 -1.80 -3.27 0.02
C 1.72 2.00 -2.42 0.01
C -0.84 2.82 -3.48 0.01
C 0.51 0.57 -4.61 0.02
H 5.06 -1.33 0.29 0.00
H 5.11 1.16 0.36 0.00
H -1.30 1.09 2.35 0.00
H -2.74 0.30 1.65 0.00
H -2.80 2.03 2.08 0.00
H -3.72 1.36 -1.12 -0.01
H -2.83 2.75 -1.79 -0.01
H -3.68 2.90 -0.22 0.00
H 0.43 2.87 0.60 0.00
H -1.04 3.78 1.07 0.00
H -0.50 3.77 -0.63 0.00
H -1.25 -3.88 -1.87 0.00
H -1.57 -3.51 -0.14 0.00
H -0.02 -3.02 -0.91 -0.01
H -4.19 -2.01 -1.11 0.00
H -3.70 -0.45 -0.42 0.00
H -3.24 -1.95 0.42 -0.02
H -3.14 -2.65 -3.30 0.00
H -1.59 -2.00 -3.93 0.01
H -2.95 -0.89 -3.61 -0.01
H 2.27 2.45 -3.26 0.00
H 2.33 1.20 -1.98 0.00
H 1.56 2.77 -1.66 0.00
H -0.36 3.36 -4.31 0.00
H -0.95 3.52 -2.64 0.00
H -1.84 2.51 -3.81 0.00
H 0.81 1.33 -5.35 0.00
H -0.38 0.05 -4.97 -0.01
H 1.32 -0.17 -4.51 0.00
C 2.15 -1.89 -2.74 0.03
C 1.37 -2.83 -3.44 0.00
C 1.92 -3.45 -4.56 0.00
C 3.19 -3.10 -5.03 -0.01
C 3.95 -2.15 -4.33 0.00
C 3.44 -1.54 -3.18 0.00
O 1.70 -1.32 -1.57 -0.01
H 0.60 -1.14 -1.63 -0.19
H 0.38 -3.09 -3.07 0.00
H 1.35 -4.20 -5.11 0.00
H 3.59 -3.59 -5.92 0.00
H 4.93 -1.86 -4.70 0.00
H 4.01 -0.83 -2.59 0.00
C -3.47 -3.38 5.52 0.01
C -3.85 -2.62 4.41 0.00
C -2.89 -2.22 3.47 0.01
C -1.55 -2.56 3.65 0.12
C -1.17 -3.36 4.73 0.01
C -2.13 -3.76 5.68 0.01
Sb -0.03 -1.71 2.30 0.17
C 0.62 -0.21 3.76 0.15
C 1.89 0.36 3.63 -0.02
C 2.35 1.26 4.60 -0.01
C 1.55 1.59 5.70 0.06
C 0.26 1.06 5.80 0.01
C -0.21 0.17 4.83 0.01
C 1.49 -3.25 2.58 0.13
C 2.55 -3.10 3.48 -0.01
C 3.54 -4.09 3.56 0.00
C 3.45 -5.25 2.78 0.07
C 2.36 -5.41 1.91 -0.01
C 1.37 -4.42 1.82 0.03
H -4.22 -3.69 6.26 0.00
H -4.89 -2.33 4.28 0.00
H -3.21 -1.63 2.60 0.02
H -0.13 -3.68 4.86 0.01
H -1.82 -4.36 6.53 0.00
H 2.53 0.11 2.78 0.01
H 3.34 1.71 4.49 0.00
H 1.92 2.27 6.47 0.00
H -0.39 1.34 6.64 0.00
H -1.22 -0.24 4.93 0.00
H 2.63 -2.21 4.12 0.01
H 4.39 -3.96 4.24 0.00
H 4.21 -6.02 2.84 0.00
H 2.27 -6.31 1.30 0.00
H 0.52 -4.57 1.16 0.01
```

* lowest unoccupied orbital energy (spin up / spin down): -9.60 / -11.94 eV
* gap between HOMO and LUMO (spin up / spin down): 0.2362 / 0.1508 Ha
* 2S+1: 4
* total charge: +3
* expectation value of S²: 4.01

4.
C21H61CsN4O11S | the ωB97M-V functional and the def2-TZVPD basis

```
99
Properties=species:S:1:pos:R:3:lowdin_charge:R:1
O -22.30 15.78 -6.52 0.26
H -21.91 15.60 -7.45 0.11
H -22.51 14.93 -6.10 0.14
H -21.59 16.22 -5.99 0.17
O -20.56 12.28 -7.19 0.26
H -19.97 12.04 -6.46 0.17
H -21.45 12.56 -6.86 0.15
H -20.18 13.13 -7.64 0.11
O -17.59 14.33 -6.34 0.24
H -18.06 14.48 -7.27 0.04
H -18.02 13.56 -5.94 0.16
H -17.62 15.11 -5.75 0.16
Cs -18.47 18.28 -6.80 1.14
S -19.98 15.08 -8.88 0.37
O -19.88 16.41 -8.28 -0.57
O -19.92 15.07 -10.31 -0.23
O -18.93 14.21 -8.26 -0.33
O -21.24 14.46 -8.38 -0.38
C -25.05 11.65 -7.19 -0.07
C -24.28 12.21 -8.41 -0.38
C -25.04 12.08 -9.75 -0.17
O -24.04 11.96 -10.71 -0.19
C -24.11 10.88 -11.66 -0.07
N -23.88 13.55 -7.94 0.03
H -25.95 12.20 -6.91 0.09
H -24.51 11.56 -6.24 0.06
H -25.35 10.64 -7.47 0.08
H -23.31 11.70 -8.45 0.12
H -25.73 12.89 -9.98 0.14
H -25.51 11.12 -9.53 0.12
H -23.82 11.26 -12.63 0.09
H -25.12 10.46 -11.63 0.09
H -23.54 9.98 -11.42 0.08
H -22.99 13.75 -8.39 0.03
H -23.69 13.56 -6.94 0.02
C -19.69 17.85 -14.26 -0.06
C -19.32 16.81 -13.24 -0.44
C -17.97 16.99 -12.50 -0.21
O -16.93 17.07 -13.43 -0.17
C -16.50 15.82 -13.95 -0.09
N -20.45 16.75 -12.33 0.05
H -18.89 17.97 -15.00 0.08
H -19.79 18.85 -13.82 0.07
H -20.61 17.62 -14.81 0.08
H -19.32 15.86 -13.78 0.14
H -17.91 16.26 -11.67 0.11
H -18.14 17.88 -11.88 0.09
H -16.58 15.05 -13.17 0.08
H -15.41 15.89 -14.00 0.09
H -16.93 15.56 -14.91 0.10
H -20.60 17.59 -11.77 0.04
H -20.19 16.09 -11.57 0.00
C -21.64 20.69 -10.55 -0.04
C -20.43 19.87 -10.18 -0.45
C -19.31 20.67 -9.53 -0.22
O -18.09 19.93 -9.41 -0.31
C -17.21 20.14 -10.50 -0.09
N -20.94 18.79 -9.38 0.05
H -22.14 20.95 -9.60 0.08
H -22.39 20.12 -11.09 0.09
H -21.48 21.64 -11.07 0.09
H -19.91 19.51 -11.08 0.13
H -19.57 21.12 -8.56 0.13
H -19.16 21.63 -10.05 0.13
H -17.02 21.22 -10.48 0.10
H -17.49 19.94 -11.54 0.09
H -16.25 19.68 -10.27 0.10
H -21.43 19.05 -8.53 0.08
H -20.18 18.15 -9.24 -0.01
C -15.93 11.74 -14.41 -0.02
C -16.74 10.69 -13.64 -0.52
C -15.77 9.86 -12.79 -0.13
C -16.42 9.05 -11.70 -0.19
C -17.40 9.83 -10.84 -0.15
C -18.39 10.66 -11.70 -0.48
N -17.66 11.41 -12.72 -0.08
O -18.59 12.20 -13.43 -0.02
C -19.52 9.69 -12.13 -0.03
C -19.05 11.67 -10.73 -0.06
C -17.47 9.77 -14.59 -0.04
H -15.46 12.37 -13.65 0.08
H -16.67 12.35 -14.92 0.08
H -15.22 11.24 -15.06 0.09
H -15.18 9.20 -13.43 0.13
H -15.07 10.59 -12.37 0.12
H -15.71 8.52 -11.07 0.12
H -17.02 8.23 -12.10 0.10
H -16.98 10.41 -10.02 0.11
H -17.92 9.02 -10.32 0.12
H -20.24 9.59 -11.31 0.07
H -20.15 10.15 -12.89 0.09
H -19.19 8.68 -12.35 0.07
H -18.43 12.51 -10.40 0.07
H -19.77 12.26 -11.30 0.08
H -19.45 11.22 -9.82 0.07
H -18.37 10.13 -15.10 0.09
H -17.82 8.86 -14.09 0.07
H -16.99 9.32 -15.47 0.09
H -18.27 13.10 -13.28 0.09
```

* lowest unoccupied orbital energy: -8.00 eV
* gap between HOMO and LUMO: 0.1411 Ha
* total charge: +2

5.
C10H26BLiNO2 | the ωB97M-V functional and the def2-TZVPD basis

```
41
Properties=species:S:1:pos:R:3:lowdin_charge:R:1
Li -25.19 -15.46 23.40 0.30
B -25.83 -14.11 22.83 -0.50
H -26.44 -14.42 23.66 -0.08
H -24.80 -14.09 23.14 -0.02
H -25.98 -14.85 22.06 -0.01
H -26.22 -13.15 22.53 -0.01
C -27.50 -15.55 24.32 -0.09
C -26.40 -16.15 25.29 -0.45
C -26.58 -17.68 25.28 -0.15
C -25.42 -18.53 25.78 -0.19
C -24.11 -18.16 25.12 -0.15
C -23.79 -16.55 25.30 -0.41
N -25.00 -15.80 24.87 -0.23
O -24.78 -14.37 24.81 -0.30
C -22.59 -16.23 24.31 -0.02
C -23.31 -16.36 26.73 -0.06
C -26.74 -15.80 26.72 -0.05
H -28.47 -15.99 24.55 0.08
H -27.29 -15.68 23.26 0.06
H -27.64 -14.47 24.42 0.09
H -26.81 -18.00 24.26 0.10
H -27.38 -17.98 25.95 0.11
H -25.64 -19.53 25.42 0.10
H -25.26 -18.56 26.86 0.10
H -24.16 -18.39 24.06 0.06
H -23.34 -18.74 25.63 0.11
H -22.45 -15.15 24.24 0.08
H -22.77 -16.50 23.27 0.06
H -21.69 -16.82 24.46 0.07
H -24.03 -16.59 27.52 0.06
H -23.11 -15.30 26.91 0.08
H -22.40 -16.85 27.06 0.07
H -26.54 -14.73 26.81 0.09
H -26.16 -16.45 27.37 0.06
H -27.76 -15.94 27.06 0.08
C -24.94 -17.39 22.42 -0.10
O -24.87 -15.98 22.27 -0.28
H -25.99 -17.67 22.31 0.10
H -24.27 -17.94 21.75 0.10
H -24.70 -17.59 23.47 0.00
H -24.83 -15.86 21.32 0.12
```

* energy relative to the best compared isomer or geometry (same formula, charge and spin): 322.2 kcal per mole
* lowest unoccupied orbital energy: 2.72 eV
* gap between HOMO and LUMO: 0.1579 Ha
* total charge: -1